(1)
{"formula": "C15H51AlBN14O13P2", "method": "wB97M-V/def2-TZVPD", "total_charge": -1, "molar_mass_g_mol": 735.40, "homo_lumo_gap_ha": 0.182, "elements": ["C", "C", "O", "P", "O", "C", "C", "Al", "O", "B", "O", "O", "P", "C", "C", "O", "C", "C", "H", "H", "H", "H", "H", "H", "H", "H", "H", "H", "H", "H", "H", "H", "H", "H", "H", "H", "H", "H", "H", "H", "H", "C", "O", "N", "N", "H", "H", "H", "H", "C", "O", "N", "N", "H", "H", "H", "H", "C", "O", "N", "N", "H", "H", "H", "H", "C", "O", "N", "N", "H", "H", "H", "H", "C", "O", "N", "N", "H", "H", "H", "H", "C", "O", "N", "N", "H", "H", "H", "H", "C", "O", "N", "N", "H", "H", "H", "H"], "positions_angstrom": [[0.82316, -0.00445, -1.07657], [-0.42722, -0.87616, -0.89222], [-1.13488, -0.40819, 0.28347], [-2.67139, -0.04224, 0.10861], [-3.00713, 0.63321, -1.19074], [-3.08428, 0.82649, 1.58591], [-3.00947, 2.36888, 1.46175], [-1.16180, 3.21877, 1.41133], [-1.19257, 4.81315, 2.19754], [0.19265, 1.96432, 2.52904], [0.50040, 2.26559, 3.83591], [0.80020, 0.75835, 2.04032], [-0.52388, 3.54274, -0.87145], [0.52319, 5.06263, -0.98994], [-2.00167, 4.09151, -1.84736], [-3.42350, -1.48075, 0.20929], [-4.34839, -1.80592, -0.86752], [-4.70290, -3.29159, -0.75938], [1.40140, -0.33437, -1.95827], [1.44610, -0.03883, -0.15372], [0.53205, 1.05038, -1.24440], [-1.08209, -0.82370, -1.78279], [-0.17178, -1.93763, -0.68783], [-4.12898, 0.49456, 1.79720], [-2.46165, 0.43706, 2.41478], [-3.63151, 2.68755, 0.60240], [-3.50072, 2.77459, 2.37624], [-1.96905, 5.34119, 1.94452], [0.46533, 1.45611, 4.40473], [0.27052, -0.01352, 2.33370], [1.58543, 4.80250, -0.79450], [0.19703, 5.90048, -0.34430], [0.47833, 5.42953, -2.03853], [-2.31295, 5.11980, -1.57401], [-1.76736, 4.07404, -2.93453], [-2.83358, 3.39518, -1.63157], [-3.90442, -1.56868, -1.84803], [-5.27019, -1.19203, -0.74877], [-5.15473, -3.50133, 0.23580], [-5.40976, -3.58494, -1.55896], [-3.78398, -3.91382, -0.81907], [0.65681, -1.17298, 5.54070], [-0.07871, -0.25642, 5.22631], [1.52935, -1.06314, 6.58595], [0.65334, -2.36933, 4.88354], [2.14723, -1.80112, 6.86913], [1.54335, -0.18774, 7.07931], [-0.00394, -2.49417, 4.12501], [1.24065, -3.14357, 5.13703], [-0.75697, -4.56671, 2.00862], [-1.06958, -4.47034, 3.18520], [0.22026, -5.44072, 1.60121], [-1.38151, -3.83051, 1.03629], [0.54228, -5.50652, 0.64901], [0.64504, -6.00834, 2.31082], [-2.09675, -3.17432, 1.30185], [-1.15639, -3.92469, 0.06231], [2.82166, -4.69522, -0.85702], [1.64653, -5.02425, -0.92398], [3.22996, -3.42417, -0.69230], [3.81910, -5.62684, -0.96035], [4.19542, -3.15466, -0.62201], [2.53025, -2.71305, -0.59168], [3.54618, -6.58710, -1.07800], [4.79411, -5.39332, -0.90697], [1.50002, 8.67156, 0.92442], [0.39477, 8.35076, 0.54662], [2.06676, 9.88720, 0.62926], [2.27009, 7.83345, 1.67833], [2.98162, 10.16039, 0.93460], [1.52062, 10.51969, 0.07218], [1.86786, 6.93754, 1.90336], [3.18992, 8.06178, 2.00504], [3.47741, -4.80334, -5.28784], [3.68734, -4.98797, -6.47262], [3.99465, -5.61844, -4.31954], [2.71152, -3.77720, -4.82383], [3.83263, -5.47294, -3.33914], [4.55774, -6.39133, -4.62617], [2.31028, -3.15626, -5.50464], [2.52270, -3.62196, -3.84985], [-4.39128, -0.86845, -4.44965], [-3.35238, -1.43376, -4.16355], [-4.80455, 0.29409, -3.88235], [-5.24831, -1.38897, -5.38906], [-5.67511, 0.72912, -4.12334], [-4.22145, 0.70924, -3.16500], [-4.97615, -2.25003, -5.82871], [-6.11255, -0.95252, -5.65000], [4.71196, 1.17109, 1.10088], [5.37261, 0.69274, 0.19164], [5.24471, 1.33531, 2.35527], [3.42925, 1.56676, 0.97567], [4.72046, 1.71443, 3.12203], [6.19705, 1.04971, 2.49295], [2.98258, 1.45208, 0.08176], [2.87559, 1.92502, 1.73319]], "mulliken_charge": [-0.573, 0.169, 0.375, 0.001, -0.573, -0.590, -0.755, -0.141, -0.630, 0.721, -0.637, -0.369, 0.453, -1.139, -1.150, -0.222, 0.190, -1.288, 0.505, -0.123, -0.110, 0.326, -0.315, 0.380, 0.228, 0.335, 0.452, 0.207, 0.345, 0.027, 0.286, 0.211, 0.402, 0.295, 0.342, 0.171, 0.034, 0.268, 0.303, 0.384, 0.237, 0.713, -0.724, -0.404, -0.222, 0.143, 0.236, 0.111, 0.125, 0.568, -0.743, -0.275, -0.037, 0.222, 0.192, 0.025, 0.135, 0.634, -0.783, -0.248, -0.483, 0.171, 0.130, 0.251, 0.162, 0.612, -0.590, -0.410, -0.353, 0.146, 0.221, 0.237, 0.149, 0.508, -0.658, -0.330, -0.263, 0.281, 0.173, 0.177, 0.158, 0.700, -0.625, -0.305, -0.450, 0.152, 0.213, 0.222, 0.138, 0.621, -0.710, -0.374, -0.121, 0.176, 0.202, 0.109, 0.064]}

(2)
{"formula": "C15H52NO16S2", "method": "wB97M-V/def2-TZVPD", "total_charge": -1, "molar_mass_g_mol": 566.71, "homo_lumo_gap_ha": 0.283, "elements": ["C", "C", "S", "O", "O", "N", "S", "O", "O", "C", "C", "O", "H", "H", "H", "H", "H", "H", "H", "H", "C", "O", "H", "H", "H", "H", "C", "O", "H", "H", "H", "H", "C", "O", "H", "H", "H", "H", "C", "O", "H", "H", "H", "H", "C", "O", "H", "H", "H", "H", "C", "O", "H", "H", "H", "H", "C", "O", "H", "H", "H", "H", "C", "O", "H", "H", "H", "H", "C", "O", "H", "H", "H", "H", "C", "O", "H", "H", "H", "H", "C", "O", "H", "H", "H", "H"], "positions_angstrom": [[4.65137, -1.83114, 1.03832], [4.29729, -1.33127, -0.15774], [3.97395, 0.42354, -0.28261], [3.33854, 0.60257, -1.56907], [5.28022, 1.03976, -0.15777], [3.11036, 0.82878, 0.99390], [1.56969, 1.27751, 0.77507], [1.08180, 1.55902, 2.11825], [1.39424, 2.38332, -0.12482], [0.52997, -0.07166, 0.19157], [1.12067, -1.47680, 0.32670], [1.21445, -2.13281, -0.95478], [4.19717, -2.73881, 1.41411], [5.36303, -1.26852, 1.62821], [4.22037, -1.93531, -1.05227], [0.20550, 0.12344, -0.82822], [-0.36342, -0.04621, 0.80641], [2.06607, -1.48811, 0.85041], [0.41176, -2.07279, 0.88730], [1.92747, -1.71209, -1.44762], [6.88687, -2.92493, -2.79548], [6.89537, -2.63413, -1.40184], [6.07794, -3.62773, -2.98425], [6.71681, -2.01442, -3.37420], [7.83430, -3.37401, -3.10150], [7.60572, -2.01015, -1.23721], [-1.52067, -1.01725, -3.48598], [-0.81694, -0.75416, -2.28012], [-2.18896, -0.19128, -3.71062], [-0.81600, -1.13639, -4.31777], [-2.11420, -1.92397, -3.36988], [-0.23682, -1.50791, -2.10313], [-1.67700, 2.70691, 3.98665], [-1.68528, 1.77800, 2.92272], [-2.65580, 3.18525, 4.02541], [-1.49280, 2.20658, 4.94425], [-0.91092, 3.47058, 3.82115], [-0.80462, 1.37289, 2.89536], [-5.44584, 4.88357, 3.80246], [-5.32854, 5.00187, 5.22233], [-6.28960, 4.23132, 3.58515], [-5.62322, 5.86252, 3.34992], [-4.54155, 4.44658, 3.37649], [-4.58026, 5.57587, 5.40020], [-5.28908, -1.35867, -5.25844], [-4.06434, -1.96059, -4.85554], [-5.76449, -0.95744, -4.36754], [-5.11249, -0.54199, -5.96379], [-5.95804, -2.09248, -5.71742], [-3.64062, -2.31446, -5.64094], [-1.44925, -1.70337, 3.89893], [-0.51902, -2.42801, 3.09718], [-1.71775, -0.79783, 3.36088], [-2.35383, -2.29266, 4.07777], [-1.00428, -1.42621, 4.85858], [-0.27953, -3.22462, 3.57509], [-8.52241, 4.55667, 6.86930], [-8.82939, 5.15558, 5.61199], [-9.37802, 4.68079, 7.52824], [-8.31821, 3.48969, 6.74530], [-7.65202, 5.04327, 7.31312], [-8.05671, 5.03887, 5.05086], [9.04643, -1.87285, -6.21051], [9.07559, -1.57660, -4.81847], [8.23581, -2.57761, -6.37977], [8.86262, -0.96671, -6.79231], [9.98682, -2.32796, -6.53391], [9.79015, -0.95157, -4.67379], [-8.93107, 1.16832, 4.36535], [-9.65223, 2.18797, 3.68048], [-9.10344, 0.23022, 3.84474], [-7.85992, 1.38804, 4.36114], [-9.28768, 1.07753, 5.39553], [-9.49612, 3.01553, 4.14649], [8.25468, 2.13141, -4.31035], [8.10079, 1.04332, -5.21796], [8.69754, 2.95899, -4.85982], [7.29067, 2.44737, -3.90740], [8.91572, 1.86139, -3.48140], [7.71393, 0.30793, -4.73349], [-1.09604, -4.73851, -2.11469], [0.10872, -5.14632, -1.47774], [-1.66361, -5.62904, -2.37516], [-1.69001, -4.11562, -1.44008], [-0.86877, -4.17381, -3.02405], [0.60045, -4.34603, -1.25189]], "mulliken_charge": [-0.751, -0.219, 1.226, -0.660, -0.743, -0.511, 1.362, -0.843, -0.748, -0.589, -0.237, -0.559, 0.244, 0.255, 0.342, 0.503, 0.389, 0.147, 0.112, 0.302, -0.548, -0.478, 0.339, 0.160, 0.253, 0.263, -0.629, -0.426, 0.277, 0.284, 0.186, 0.247, -0.250, -0.450, -0.124, 0.259, 0.288, 0.312, -0.440, -0.479, 0.136, 0.301, 0.206, 0.283, -0.564, -0.441, 0.214, 0.258, 0.254, 0.268, -0.443, -0.443, 0.139, 0.288, 0.255, 0.253, -0.462, -0.507, 0.256, 0.201, 0.227, 0.257, -0.552, -0.435, 0.224, 0.262, 0.267, 0.260, -0.485, -0.511, 0.248, 0.207, 0.231, 0.312, -0.575, -0.471, 0.229, 0.266, 0.250, 0.290, -0.507, -0.587, 0.334, 0.241, 0.179, 0.320]}